# 1
The molecule C8H21B2N3, computed with the ωB97M-V functional and the def2-TZVPD basis.

ORCA input file:
```
! wB97M-V def2-TZVPD RIJCOSX def2/J DEFGRID3
* xyz 0 1
B 0.23 0.01 1.23
B -0.80 -1.12 0.45
N -0.92 0.93 0.88
N -1.75 0.12 0.32
N 0.72 -0.95 0.17
C 0.93 0.37 2.60
C -1.40 -2.54 0.83
C -0.97 2.35 1.04
C -2.92 0.43 -0.44
C 0.51 -0.75 -2.25
C 2.82 -0.91 -1.16
C 1.39 1.16 -1.04
C 1.38 -0.34 -1.05
H 1.79 0.98 2.42
H 0.27 0.93 3.28
H 1.29 -0.58 2.99
H -2.08 -3.00 0.07
H -0.57 -3.22 0.88
H -1.84 -2.52 1.82
H -0.12 2.83 0.61
H -1.88 2.77 0.65
H -1.00 2.57 2.13
H -2.69 1.22 -1.19
H -3.24 -0.48 -0.96
H -3.69 0.80 0.22
H -0.52 -0.45 -2.09
H 0.87 -0.25 -3.15
H 0.49 -1.81 -2.45
H 3.36 -0.44 -1.99
H 3.38 -0.75 -0.25
H 2.81 -1.99 -1.34
H 2.17 1.57 -0.39
H 0.40 1.52 -0.80
H 1.61 1.54 -2.03
*
```

## Properties
Frontier orbital gap   5.780 eV
Total energy   -531.2869 hartree
LUMO   -0.5 eV
Energy above the lowest of the compared OMol25 structures with the same formula, charge and spin   4.001 eV
HOMO energy   -6.3 eV



# 2
The molecule C20H22N4O4, computed with the ωB97M-V functional and the def2-TZVPD basis.

ORCA input file:
```
! wB97M-V def2-TZVPD RIJCOSX def2/J DEFGRID3
* xyz 0 1
C -7.65 -1.26 1.91
C -7.72 -1.34 0.39
H -7.37 -2.31 0.04
H -8.73 -1.15 0.03
O -6.92 -0.32 -0.21
C -5.61 -0.57 -0.34
O -5.08 -1.59 -0.01
C -4.89 0.64 -0.92
C -4.28 1.43 0.25
H -4.94 1.38 1.12
H -4.17 2.48 -0.03
C -2.91 0.86 0.62
N -1.99 1.06 -0.49
C -0.65 1.02 -0.39
O 0.09 1.16 -1.34
C -0.09 0.80 1.03
N 1.34 0.62 0.94
N 2.07 1.70 1.21
C 3.35 1.67 1.03
C 4.00 0.52 0.54
C 3.21 -0.59 0.26
N 3.99 -1.60 -0.22
C 5.29 -1.17 -0.27
C 6.43 -1.84 -0.68
C 7.63 -1.16 -0.61
C 7.70 0.16 -0.15
C 6.57 0.83 0.26
C 5.34 0.16 0.21
H 6.62 1.85 0.62
H 8.66 0.65 -0.12
H 8.54 -1.65 -0.93
H 6.39 -2.86 -1.04
H 3.64 -2.50 -0.51
C 1.79 -0.60 0.46
O 1.03 -1.54 0.27
H 3.88 2.58 1.29
H -0.28 1.67 1.65
H -0.53 -0.11 1.46
C -2.59 1.13 -1.81
C -3.79 0.19 -1.89
H -3.47 -0.81 -1.62
H -4.17 0.17 -2.91
H -2.89 2.16 -2.04
H -1.82 0.83 -2.53
H -2.53 1.38 1.50
H -3.01 -0.21 0.85
H -5.64 1.26 -1.42
H -7.96 -0.27 2.25
H -8.32 -2.00 2.34
H -6.64 -1.46 2.25
*
```

## Properties
Frontier orbital gap   8.671 eV
SMILES   CCOC(=O)C1CCN(C(=O)Cn2ncc3c([nH]c4ccccc43)c2=O)CC1
Total energy   -1295.3715 hartree
LUMO   0.6 eV
Energy above the lowest of the compared OMol25 structures with the same formula, charge and spin   0.789 eV
HOMO energy   -8.1 eV



# 3
A structure of composition C26H15CrF3N4S3, computed with the ωB97M-V functional and the def2-TZVPD basis.

ORCA input file:
```
! wB97M-V def2-TZVPD RIJCOSX def2/J DEFGRID3
* xyz -1 4
Cr -0.29 -0.87 0.33
F 2.47 -5.34 0.73
C 3.56 -4.60 0.93
F 4.15 -5.06 2.06
F 4.42 -4.89 -0.07
C 3.29 -3.13 1.02
C 4.37 -2.30 1.28
C 4.21 -0.93 1.37
C 2.93 -0.43 1.20
N 1.90 -1.21 0.95
C 2.03 -2.55 0.85
S 0.47 -3.20 0.45
H 5.35 -2.75 1.41
H 5.04 -0.27 1.57
H 2.71 0.63 1.25
S -1.96 0.61 -0.51
C -3.23 -0.29 -1.30
C -4.15 0.31 -2.16
C -5.13 -0.45 -2.79
C -6.06 0.20 -3.68
N -6.79 0.73 -4.38
C -5.19 -1.84 -2.56
C -4.27 -2.43 -1.70
C -3.31 -1.66 -1.06
S -2.17 -2.37 0.06
C -6.17 -2.66 -3.21
N -6.96 -3.32 -3.73
H -4.11 1.37 -2.34
H -4.32 -3.50 -1.53
C -0.99 2.91 4.01
C -0.54 1.60 4.04
C -0.04 1.00 2.89
C 0.01 1.70 1.68
C -0.45 3.02 1.65
C -0.94 3.61 2.80
N 0.44 1.00 0.54
C 1.15 1.62 -0.47
C 1.92 2.78 -0.26
C 2.70 3.31 -1.27
C 2.77 2.71 -2.52
C 2.03 1.55 -2.73
C 1.24 1.01 -1.73
H -1.38 3.39 4.90
H -0.58 1.04 4.96
H 0.33 -0.02 2.94
H -0.46 3.56 0.72
H -1.30 4.63 2.76
H 1.91 3.27 0.71
H 3.28 4.21 -1.08
H 3.38 3.13 -3.31
H 2.06 1.05 -3.69
H 0.66 0.12 -1.94
*
```

## Properties
Frontier orbital gap (spin up / spin down)   6.643 / 7.131 eV
Expectation value of S²   3.954
Total energy   -3757.6107 hartree
LUMO (spin up / spin down)   1.8 / 2.2 eV
Energy above the lowest of the compared OMol25 structures with the same formula, charge and spin   0.930 eV
HOMO energy (spin up / spin down)   -4.8 / -4.9 eV



# 4
A structure of composition C5H8N2S2, computed with the ωB97M-V functional and the def2-TZVPD basis.

ORCA input file:
```
! wB97M-V def2-TZVPD RIJCOSX def2/J DEFGRID3
* xyz 0 1
C 0.81 0.91 -2.00
C -0.05 1.93 -1.64
C 0.05 0.49 -0.17
C -1.65 2.31 0.23
C 1.28 -3.47 2.69
N 0.77 -0.02 -1.03
N -0.63 1.64 -0.42
S -0.82 -1.36 1.97
S -0.23 -3.28 1.71
H 1.27 0.88 -2.92
H -0.45 2.80 -2.12
H -1.73 3.38 -0.04
H -2.61 1.85 -0.20
H -1.70 2.19 1.38
H 1.48 -4.53 2.75
H 1.22 -3.17 3.72
H 2.02 -2.88 2.16
*
```

## Properties
Frontier orbital gap (spin up / spin down)   7.335 / 8.137 eV
Total energy   -1101.0629 hartree
LUMO (spin up / spin down)   -1.3 / -0.3 eV
Energy above the lowest of the compared OMol25 structures with the same formula, charge and spin   3.351 eV
HOMO energy (spin up / spin down)   -8.6 / -8.4 eV



# 5
A cluster of 4 separate species, C3H11NO3 in total, computed with the ωB97M-V functional and the def2-TZVPD basis.

ORCA input file:
```
! wB97M-V def2-TZVPD RIJCOSX def2/J DEFGRID3
* xyz 0 1
C -1.71 -0.36 1.59
C -2.74 0.47 1.43
C 0.48 -0.54 0.79
N -0.37 0.11 1.46
H -1.84 -1.33 2.05
H -2.75 1.40 0.87
H -3.75 0.14 1.67
H 1.50 -0.18 0.81
H 0.15 -1.41 0.21
H -1.80 4.28 -3.11
H -1.23 3.72 -4.50
O -1.11 4.34 -3.78
H 2.62 -3.40 1.83
H 2.56 -1.92 2.30
O 3.14 -2.68 2.18
H 1.97 -0.52 -2.43
H 0.60 -1.17 -2.41
O 1.52 -1.34 -2.19
*
```

## Properties
Frontier orbital gap   9.575 eV
SMILES   C=CN=C.O.O.O
Total energy   -401.3008 hartree
LUMO   0.4 eV
Energy above the lowest of the compared OMol25 structures with the same formula, charge and spin   3.054 eV
HOMO energy   -9.2 eV



# 6
A cluster of 4 separate species, C5H18O3 in total, computed with the ωB97M-V functional and the def2-TZVPD basis.

ORCA input file:
```
! wB97M-V def2-TZVPD RIJCOSX def2/J DEFGRID3
* xyz -1 2
C 2.37 0.16 -0.75
C 1.14 -0.37 -0.05
C 0.40 0.50 0.91
C 0.72 2.01 1.17
C 1.87 1.14 -1.83
H 2.89 0.86 -0.03
H 3.14 -0.44 -1.22
H 1.48 -1.33 0.55
H 0.31 -0.69 -0.69
H 0.19 -0.03 1.93
H -0.59 0.56 0.52
H 0.45 2.49 0.24
H 0.19 2.41 1.94
H 1.81 2.10 1.26
H 2.59 1.73 -2.31
H 1.35 0.56 -2.56
H 1.18 2.02 -1.42
H -2.35 -0.90 -0.78
H -1.75 -2.19 -1.37
O -1.95 -1.32 -1.57
H -1.26 -3.91 0.41
H -1.30 -4.24 -1.04
O -0.97 -3.55 -0.48
H -1.79 1.26 2.36
H -2.34 2.77 2.08
O -2.49 1.91 2.48
*
```

## Properties
Frontier orbital gap (spin up / spin down)   2.304 / 10.123 eV
Expectation value of S²   0.750
Total energy   -426.9175 hartree
LUMO (spin up / spin down)   3.0 / 3.0 eV
Energy above the lowest of the compared OMol25 structures with the same formula, charge and spin   0.741 eV
HOMO energy (spin up / spin down)   0.7 / -7.1 eV